C9H33O7P | ωB97M-V with the def2-TZVPD basis set

As for the highest occupied orbital energy: -8.464 eV. The SMILES is CCCOP.CO.CO.CO.CO.CO.CO. Its multiplicity is 1. As for the charge: 0.

Positions of all 50 atoms, in Å:
C 0.78 -1.39 -0.18
C 0.38 0.11 -0.06
C -1.16 0.28 -0.23
O -1.81 -0.40 0.86
P -2.62 -1.84 0.49
H 1.64 -1.45 -0.86
H 1.03 -1.79 0.80
H 0.01 -2.02 -0.62
H 0.61 0.44 0.96
H 0.92 0.70 -0.80
H -1.41 -0.11 -1.23
H -1.48 1.33 -0.19
H -2.68 -1.92 -0.93
H -1.67 -2.86 0.83
C 2.27 -4.76 0.06
O 2.43 -3.88 1.17
H 1.70 -4.23 -0.70
H 3.24 -5.04 -0.35
H 1.72 -5.65 0.36
H 2.93 -4.35 1.84
C -0.30 3.24 2.29
O 1.13 3.20 2.24
H -0.66 2.33 2.75
H -0.63 4.10 2.88
H -0.70 3.32 1.28
H 1.43 4.01 1.83
C -4.11 -0.11 -3.03
O -2.77 -0.50 -3.32
H -4.29 -0.26 -1.97
H -4.24 0.95 -3.27
H -4.81 -0.71 -3.61
H -2.62 -0.35 -4.26
C 3.86 1.98 1.41
O 4.57 1.07 0.56
H 4.09 3.00 1.10
H 2.79 1.82 1.32
H 4.17 1.85 2.45
H 4.36 0.19 0.85
C -0.95 0.53 5.58
O -2.10 0.01 4.93
H -1.18 0.66 6.63
H -0.11 -0.16 5.47
H -0.68 1.50 5.15
H -1.89 -0.11 4.00
C 0.00 1.35 -5.47
O -1.15 0.80 -6.11
H -0.24 1.53 -4.42
H 0.84 0.65 -5.52
H 0.28 2.30 -5.94
H -0.92 0.65 -7.02

=====

C21H27N4O2SbSe4SiY | ωB97M-V with the def2-TZVPD basis set

As for the highest occupied orbital energy: -2.506 eV. The energy relative to the best compared isomer or geometry (same formula, charge and spin) comes out at 5.173 eV. Its multiplicity is 1. As for the charge: -1.

Positions of all 61 atoms, in Å:
Y 0.89 -0.31 -0.58
O -1.29 -0.64 6.16
C -0.15 -1.33 5.69
C 0.19 -0.93 4.29
C 1.33 -1.47 3.68
C 1.55 -1.18 2.35
N 0.74 -0.43 1.62
C -0.28 0.24 2.23
C -0.59 -0.03 3.58
C -0.94 1.25 1.43
C -1.98 2.06 1.90
C -2.49 3.07 1.12
C -3.68 3.86 1.60
O -4.75 3.03 2.00
C -1.91 3.30 -0.13
C -0.90 2.46 -0.56
N -0.45 1.42 0.15
H -1.48 -0.93 7.06
H -0.34 -2.42 5.70
H 0.72 -1.14 6.32
H 2.02 -2.08 4.23
H 2.44 -1.56 1.83
H -1.42 0.45 4.06
H -2.38 1.89 2.89
H -4.00 4.56 0.81
H -3.42 4.44 2.49
H -4.93 2.40 1.29
H -2.23 4.12 -0.76
H -0.43 2.61 -1.52
C 2.10 2.11 -3.44
C 1.87 0.65 -3.74
C 2.11 0.08 -4.97
C 1.84 -1.28 -5.15
C 1.40 -2.04 -4.10
C 1.20 -1.42 -2.86
N 1.38 -0.08 -2.73
N 0.83 -2.06 -1.72
Si -0.73 -2.69 -1.53
C -2.01 -1.36 -2.07
C -1.12 -4.29 -2.46
C -1.05 -2.96 0.33
H 3.02 2.46 -3.89
H 2.15 2.26 -2.35
H 1.27 2.71 -3.82
H 2.50 0.67 -5.78
H 1.98 -1.73 -6.12
H 1.24 -3.11 -4.17
H -1.83 -1.05 -3.10
H -1.96 -0.45 -1.46
H -3.03 -1.73 -2.01
H -1.13 -4.13 -3.54
H -2.10 -4.65 -2.16
H -0.39 -5.05 -2.24
H -1.33 -2.04 0.85
H -0.19 -3.39 0.85
H -1.88 -3.65 0.44
Se 4.31 4.67 0.42
Sb 4.75 2.28 0.40
Se 2.68 0.92 -0.06
Se 5.74 1.70 2.55
Se 6.53 1.93 -1.24

=====

C56H115N11 | ωB97M-V with the def2-TZVPD basis set

As for the highest occupied orbital energy: -8.031 eV. The SMILES is c1cc[nH]c1.c1cc[nH]c1.c1cc[nH]c1.c1cc[nH]c1.c1cc[nH]c1.CCN(CC)CC.CCN(CC)CC.CCN(CC)CC.CCN(CC)CC.CCN(CC)CC.CCN(CC)CC. The energy relative to the best compared isomer or geometry (same formula, charge and spin) comes out at 0.999 eV. Its multiplicity is 1. As for the charge: 0.

Positions of all 182 atoms, in Å:
C -5.14 6.15 22.30
C -4.66 6.71 23.52
C -3.31 6.81 23.38
N -2.96 6.42 22.13
C -4.08 6.01 21.44
H -6.17 6.00 22.03
H -5.25 6.89 24.40
H -2.57 7.21 24.06
H -2.03 6.47 21.76
H -4.02 5.68 20.42
C -0.93 3.59 21.37
C 0.21 4.40 21.68
C 1.26 3.52 21.73
N 0.86 2.32 21.25
C -0.50 2.35 21.01
H -1.92 3.98 21.21
H 0.21 5.47 21.77
H 2.31 3.73 21.85
H 1.45 1.51 21.20
H -1.01 1.50 20.60
C 2.88 1.66 16.06
C 1.91 2.42 16.78
C 1.49 3.40 15.92
N 2.14 3.25 14.74
C 2.99 2.17 14.80
H 3.41 0.80 16.43
H 1.61 2.24 17.80
H 0.86 4.25 16.11
H 2.08 3.87 13.95
H 3.66 1.99 13.97
C -0.57 9.54 16.09
C -0.70 10.92 15.70
C -0.99 10.94 14.36
N -1.15 9.65 13.94
C -0.84 8.80 14.98
H -0.33 9.13 17.06
H -0.58 11.76 16.36
H -1.03 11.77 13.68
H -1.37 9.31 13.02
H -0.96 7.74 14.85
C 4.43 11.45 16.26
C 4.42 12.08 14.97
C 3.12 12.24 14.61
N 2.36 11.54 15.52
C 3.15 11.06 16.53
H 5.29 11.34 16.91
H 5.29 12.51 14.50
H 2.57 12.63 13.77
H 1.37 11.36 15.44
H 2.69 10.51 17.33
C 4.76 3.10 20.49
C 6.22 3.00 20.93
N 6.53 1.67 21.40
C 7.65 1.69 22.33
C 8.94 2.27 21.79
C 6.60 0.70 20.31
C 7.14 -0.65 20.73
H 4.11 2.91 21.34
H 4.53 2.33 19.74
H 4.46 4.04 20.02
H 6.86 3.35 20.10
H 6.35 3.72 21.74
H 7.85 0.66 22.65
H 7.33 2.13 23.28
H 8.80 3.21 21.26
H 9.31 1.59 21.00
H 9.76 2.33 22.50
H 5.58 0.50 19.98
H 7.20 1.12 19.49
H 8.22 -0.59 20.85
H 6.72 -0.91 21.70
H 6.96 -1.37 19.94
C 2.37 9.13 20.07
C 1.26 8.08 20.26
N 0.72 7.55 19.01
C 1.61 6.69 18.26
C 1.75 5.26 18.80
C -0.63 7.05 19.19
C -1.21 6.36 17.99
H 2.96 9.05 19.16
H 3.03 9.17 20.93
H 1.88 10.10 19.93
H 1.67 7.23 20.84
H 0.47 8.54 20.85
H 1.25 6.59 17.24
H 2.59 7.17 18.28
H 2.10 5.22 19.83
H 0.86 4.64 18.72
H 2.56 4.79 18.23
H -1.24 7.91 19.50
H -0.67 6.31 20.02
H -2.23 6.09 18.25
H -0.72 5.41 17.80
H -1.36 7.04 17.15
C 6.28 9.02 12.93
C 5.41 8.13 12.03
N 3.96 8.19 12.22
C 3.50 9.56 12.41
C 3.86 10.52 11.31
C 3.60 7.33 13.35
C 2.24 7.50 13.98
H 7.25 8.53 13.04
H 5.82 9.06 13.92
H 6.48 10.03 12.59
H 5.68 8.28 10.98
H 5.71 7.10 12.23
H 2.41 9.49 12.47
H 3.76 9.95 13.41
H 4.88 10.41 10.96
H 3.18 10.34 10.47
H 3.61 11.53 11.65
H 4.35 7.41 14.15
H 3.72 6.29 13.02
H 2.10 8.46 14.48
H 2.13 6.69 14.70
H 1.39 7.45 13.29
C 0.18 7.67 24.29
C 1.70 7.73 24.01
N 2.40 8.88 24.52
C 2.50 8.99 25.97
C 3.03 7.74 26.64
C 1.94 10.11 23.90
C 3.02 11.20 23.86
H -0.33 8.36 23.61
H -0.08 8.03 25.28
H -0.16 6.65 24.12
H 2.17 6.82 24.39
H 1.84 7.70 22.93
H 3.24 9.78 26.10
H 1.59 9.34 26.48
H 2.35 6.90 26.43
H 4.01 7.45 26.29
H 2.97 7.86 27.73
H 0.99 10.50 24.30
H 1.73 9.84 22.86
H 3.91 10.79 23.39
H 3.33 11.46 24.88
H 2.67 12.16 23.47
C -3.12 2.12 18.94
C -2.33 2.60 17.73
N -3.21 3.02 16.64
C -2.54 3.18 15.35
C -1.75 1.95 14.91
C -3.93 4.28 16.97
C -5.43 4.06 16.98
H -2.41 1.71 19.66
H -3.79 1.32 18.63
H -3.67 2.89 19.49
H -1.61 3.40 18.00
H -1.76 1.75 17.37
H -1.86 4.05 15.35
H -3.32 3.36 14.60
H -2.36 1.06 15.03
H -0.84 1.84 15.51
H -1.35 2.12 13.92
H -3.56 4.52 17.97
H -3.68 5.02 16.21
H -5.96 4.99 17.23
H -5.77 3.90 15.95
H -5.77 3.22 17.57
C -3.91 6.20 12.49
C -5.06 6.21 13.50
N -5.68 7.49 13.80
C -4.77 8.46 14.39
C -4.08 7.99 15.65
C -6.32 8.08 12.63
C -7.36 7.16 11.99
H -3.33 5.28 12.66
H -3.18 6.99 12.65
H -4.25 6.16 11.46
H -5.84 5.51 13.20
H -4.71 5.79 14.45
H -4.00 8.75 13.65
H -5.32 9.37 14.63
H -3.51 8.83 16.06
H -4.76 7.64 16.43
H -3.29 7.24 15.54
H -5.53 8.24 11.87
H -6.75 9.06 12.84
H -7.89 6.61 12.78
H -6.91 6.41 11.34
H -8.11 7.75 11.46

=====

- Number 2 is which compound?
  C21H27N4O2SbSe4SiY

=====

- Which value of multiplicity does entry 1 give?
  1

=====

- Among the records above, which one has the lowest highest occupied orbital energy?
  C9H33O7P